{
  "formula": "C37H62F3O33Rb",
  "method": "wB97M-V/def2-TZVPD",
  "orbital_gap_ev": 1.801,
  "spin_multiplicity": 1,
  "e_lumo_ha": 0.068,
  "homo_energy_ha": 0.00177,
  "total_charge": -2,
  "total_energy_ha": -4253.45540,
  "species": ["H", "C", "H", "H", "C", "C", "H", "H", "O", "H", "C", "H", "H", "O", "F", "O", "O", "O", "H", "C", "O", "H", "H", "H", "H", "H", "H", "H", "H", "O", "O", "O", "H", "H", "C", "F", "C", "H", "C", "H", "O", "O", "O", "H", "O", "H", "H", "C", "H", "H", "H", "O", "O", "H", "C", "H", "H", "H", "C", "H", "C", "O", "C", "H", "C", "C", "C", "C", "C", "C", "C", "H", "H", "C", "H", "H", "H", "C", "C", "O", "O", "H", "O", "O", "O", "O", "O", "H", "H", "O", "H", "C", "H", "O", "O", "O", "O", "H", "F", "C", "H", "H", "H", "C", "C", "O", "H", "H", "C", "O", "C", "H", "H", "C", "O", "H", "C", "H", "C", "H", "C", "C", "H", "H", "C", "H", "C", "H", "H", "H", "H", "C", "O", "H", "Rb", "O"],
  "coordinates": [[4.607, -1.717, -3.958], [0.906, 0.241, 0.233], [8.568, 4.433, -4.383], [7.166, 2.876, 4.675], [3.861, 3.205, -3.473], [0.672, 4.280, 0.350], [-5.116, 6.123, 2.790], [3.187, 3.800, -4.089], [-6.580, -1.309, 3.986], [-1.755, 1.430, 3.903], [6.006, 4.202, -3.793], [1.015, -3.087, 0.864], [-1.642, -6.918, 7.991], [3.963, -1.717, -1.840], [-2.425, -1.296, 2.779], [4.890, 4.114, -3.030], [2.948, 0.861, -5.893], [5.958, 2.291, 2.047], [-3.594, -4.126, 1.384], [-1.469, 0.050, 0.858], [-0.448, 0.101, -0.213], [0.727, 4.785, 1.314], [0.789, -6.780, -2.927], [0.090, -6.998, 8.079], [-5.386, -1.446, 5.619], [5.637, -0.423, 0.761], [1.228, -4.232, -0.433], [0.084, -1.368, -5.206], [1.399, 3.484, 0.511], [5.576, 1.658, 4.168], [1.016, 5.242, -0.675], [-5.784, -3.371, 0.148], [7.980, 6.127, -4.364], [1.465, -0.303, -1.830], [-6.951, -0.774, 2.790], [-1.761, -2.481, 1.179], [1.106, -3.805, -3.927], [-0.694, -5.430, 8.454], [4.919, -1.705, -2.914], [-4.619, -0.861, 4.161], [0.765, 5.984, -2.598], [-1.407, 3.135, -8.021], [1.959, -3.871, -4.869], [-0.030, 5.583, -4.585], [6.079, 3.768, -4.949], [4.027, -0.955, 1.279], [-10.036, -0.815, 1.569], [0.848, 4.852, -1.938], [-3.975, 7.219, 3.650], [-5.086, 6.276, 4.590], [-0.217, 3.649, 0.370], [-2.573, 3.271, 3.986], [2.368, -2.525, -0.576], [2.528, -6.202, -2.785], [-3.688, 4.030, 3.608], [-9.382, -4.768, 0.455], [-3.941, -4.893, 3.006], [1.161, 6.997, -4.179], [0.570, -1.494, -4.239], [5.667, -2.470, -2.707], [0.942, 1.627, -5.461], [2.412, 0.841, -8.835], [5.568, 1.465, 2.850], [5.733, 3.691, 4.363], [1.762, -3.526, 0.203], [-5.536, -0.809, 4.747], [1.621, 1.344, -7.922], [0.778, 5.996, -3.981], [0.133, -5.038, 6.032], [-2.700, 1.892, 4.186], [8.170, 5.237, -3.765], [0.704, -2.847, 4.514], [0.056, -0.655, -3.769], [-6.245, -4.149, 1.002], [1.062, 1.188, 0.750], [-8.803, -1.291, 0.421], [1.442, 1.404, -1.483], [3.514, -2.796, -1.143], [0.442, 1.850, -8.399], [-3.434, 5.384, 3.855], [5.106, 0.221, 2.648], [1.654, -1.386, -4.199], [4.138, -3.857, -0.952], [1.051, -4.608, 6.751], [-2.655, 0.615, 0.408], [-1.035, 2.948, -5.150], [0.815, 3.640, -2.305], [0.206, 1.883, -9.453], [8.903, 5.534, -3.015], [0.332, -2.777, -3.603], [-2.809, 1.740, 5.260], [-4.494, 6.260, 3.675], [1.651, 5.440, -4.322], [-0.714, -5.927, 6.483], [-4.768, 3.567, 3.178], [-0.099, -4.744, 4.831], [0.922, -4.811, -2.977], [-4.235, -3.208, 2.734], [-0.306, -1.528, 2.278], [1.546, -6.059, -3.236], [4.172, 2.296, -3.988], [-3.575, 1.336, 3.849], [5.790, 2.829, 5.901], [-8.964, -0.791, 1.376], [0.795, -3.886, 4.196], [-8.125, -1.363, 2.404], [2.429, -4.083, 0.860], [1.760, -4.309, 4.479], [4.750, -0.141, 1.328], [-7.431, -4.645, 1.040], [-8.434, -4.342, 0.128], [-1.032, 0.743, 1.577], [1.214, -0.591, 0.865], [-0.445, 2.518, -7.529], [-5.607, -4.549, 1.999], [1.192, 1.466, -4.423], [-0.737, -6.329, 7.839], [-5.621, 0.237, 5.043], [6.095, 2.789, 4.855], [0.679, -3.868, 3.113], [1.859, 1.233, -6.398], [-0.193, 2.462, -5.960], [-8.549, -3.276, 0.321], [3.276, 2.699, -2.706], [-4.261, -4.182, 2.245], [-8.543, 0.192, 1.166], [-1.493, -1.304, 1.738], [-8.198, -4.338, -0.936], [2.766, 0.530, -0.830], [5.490, -0.791, -2.753], [1.533, -6.341, -4.289], [1.706, 0.434, -1.064], [6.953, 4.865, -3.130], [4.178, 0.621, 0.798], [-5.156, 2.176, 0.317], [-6.280, 0.028, 2.205]],
  "lowdin_charge": [0.10, -0.26, 0.09, 0.09, -0.03, -0.05, 0.10, 0.09, -0.01, 0.10, -0.56, 0.07, 0.09, -0.03, 0.06, -0.01, -0.09, 0.13, 0.10, -0.42, -0.08, 0.08, 0.08, 0.09, 0.10, 0.11, 0.10, 0.10, 0.07, -0.02, 0.00, 0.10, 0.09, 0.07, -0.53, 0.13, -0.50, 0.10, -0.01, 0.08, 0.01, -0.08, 0.06, 0.11, 0.10, 0.09, 0.10, -0.54, 0.10, 0.10, 0.10, 0.00, 0.00, 0.09, -0.42, 0.10, 0.10, 0.09, -0.01, 0.08, -0.05, -0.14, -0.58, 0.09, -0.04, -0.07, -0.37, -0.05, -0.66, -0.06, -0.05, 0.11, 0.09, -0.69, 0.09, 0.08, 0.06, -0.56, -0.07, -0.02, 0.01, 0.10, 0.07, 0.08, -0.35, -0.09, 0.09, 0.09, 0.08, 0.00, 0.09, -0.08, 0.09, 0.01, 0.02, 0.06, -0.05, 0.08, 0.11, -0.08, 0.09, 0.08, 0.09, -0.02, -0.02, -0.01, 0.09, 0.11, -0.04, 0.03, -0.04, 0.11, 0.09, -0.40, 0.05, 0.08, -0.04, 0.10, -0.05, 0.08, -0.43, -0.32, 0.06, 0.08, 0.00, 0.09, -0.50, 0.11, 0.06, 0.09, 0.09, -0.05, -0.01, 0.09, 0.89, 0.08]
}